# 1
Entry from the OMol25 dataset: a structure of composition C39H66BN6O3ReS4Si (ωB97M-V/def2-TZVPD).

ORCA input file:
```
! RIJCOSX wB97M-V def2-TZVPD def2/J DEFGRID3
* xyz 3 2
Re 0.1886 -1.7061 0.3705
C -4.0549 -4.6040 -0.1932
C -3.9269 -3.1178 -0.2441
C -4.9606 -2.3095 -0.6313
C -4.7928 -0.9181 -0.7621
N -3.6709 -0.3486 -0.3730
N -2.6611 -1.1190 0.0671
B -1.4300 -0.1635 0.4009
N -1.6427 0.5183 1.7852
N -2.5207 1.5459 1.8686
C -2.7327 2.0671 3.0597
C -2.0642 1.5847 4.2113
C -1.2318 0.5102 4.1461
C -0.5616 -0.0944 5.3361
C -1.0641 -0.0286 2.8455
S -0.2137 -1.5346 2.6511
C -3.7312 3.1967 3.2317
C -4.3602 3.6013 1.9130
C -4.8285 2.7148 4.1878
C -2.9961 4.3986 3.8379
N -1.1243 0.8041 -0.8020
N -1.3085 2.1114 -0.6708
C -1.0849 2.8829 -1.7224
C -0.6847 2.3309 -2.9554
C -0.4931 0.9803 -3.1008
C -0.0776 0.3366 -4.3809
C -0.7055 0.2258 -1.9310
S -0.4793 -1.5159 -1.8572
C -1.3416 4.3686 -1.5362
C -2.8388 4.5863 -1.7866
C -0.9627 4.7747 -0.1131
C -0.5376 5.2125 -2.5257
C -2.7002 -2.4654 0.0532
S -1.2863 -3.5241 0.2857
C -5.8654 -0.0548 -1.3889
C -6.1707 -0.6291 -2.7801
C -5.3953 1.3848 -1.5357
C -7.1206 -0.1167 -0.5102
H -5.0606 -4.9031 -0.4719
H -3.8520 -4.9796 0.8089
H -3.3520 -5.0777 -0.8777
H -5.9049 -2.7536 -0.9063
H -2.2535 2.0571 5.1646
H -0.7891 0.4799 6.2298
H 0.5192 -0.1159 5.2065
H -0.9032 -1.1173 5.4921
H -4.8093 2.7505 1.4069
H -3.6321 4.0497 1.2482
H -5.1400 4.3348 2.1063
H -5.3752 1.8717 3.7700
H -5.5380 3.5233 4.3550
H -4.4420 2.4224 5.1613
H -2.1733 4.7228 3.2029
H -2.6066 4.1981 4.8332
H -3.6925 5.2297 3.9303
H -0.5234 2.9834 -3.8012
H 0.1305 1.0885 -5.1377
H -0.8677 -0.3141 -4.7554
H 0.8167 -0.2669 -4.2412
H -3.4432 3.9261 -1.1739
H -3.0927 4.4123 -2.8323
H -3.1015 5.6144 -1.5486
H -1.4690 4.1678 0.6340
H -1.2464 5.8137 0.0409
H 0.1114 4.6962 0.0476
H -0.8697 5.0879 -3.5545
H 0.5291 5.0011 -2.4699
H -0.6708 6.2667 -2.2834
H -5.2921 -0.5996 -3.4222
H -6.9480 -0.0306 -3.2491
H -6.5342 -1.6533 -2.7397
H -4.5077 1.4618 -2.1641
H -5.1614 1.8366 -0.5762
H -6.1888 1.9654 -2.0026
H -7.5276 -1.1233 -0.4384
H -7.8926 0.5125 -0.9476
H -6.9208 0.2485 0.4952
C 5.5135 -3.4959 -3.2747
C 4.1977 -3.1074 -2.6311
C 3.5118 -4.2861 -1.9712
C 3.2737 -2.3845 -3.5906
O 4.5340 -2.0971 -1.6082
Si 4.5562 -1.9348 -0.0431
S 2.1908 -1.0432 0.2695
O 5.3211 -0.6809 0.5216
C 5.8575 0.5711 -0.0636
C 6.2195 1.4290 1.1298
C 4.7621 1.1961 -0.9055
C 7.0696 0.1886 -0.8912
O 4.2746 -3.1429 0.9278
C 5.1602 -3.8504 1.9106
C 4.5479 -5.2243 2.0547
C 5.1146 -3.0430 3.1878
C 6.5475 -3.8992 1.3015
H 5.3314 -4.2030 -4.0818
H 6.1758 -3.9720 -2.5555
H 6.0150 -2.6255 -3.6908
H 3.2154 -5.0067 -2.7311
H 2.6138 -3.9730 -1.4379
H 4.1698 -4.7902 -1.2688
H 2.9939 -3.0466 -4.4076
H 3.7653 -1.5108 -4.0113
H 2.3627 -2.0709 -3.0748
H 5.3435 1.6377 1.7398
H 6.6327 2.3745 0.7859
H 6.9671 0.9386 1.7478
H 3.8956 1.4399 -0.2925
H 4.4655 0.5395 -1.7201
H 5.1209 2.1241 -1.3444
H 7.8295 -0.2785 -0.2686
H 7.5060 1.0773 -1.3434
H 6.7955 -0.4954 -1.6906
H 3.5199 -5.1578 2.4033
H 5.1152 -5.7953 2.7864
H 4.5705 -5.7695 1.1150
H 4.1089 -3.0298 3.6029
H 5.4455 -2.0209 3.0166
H 5.7779 -3.4894 3.9272
H 6.5344 -4.4136 0.3428
H 7.2178 -4.4520 1.9584
H 6.9662 -2.9003 1.1784
*
```

Energy above the lowest of the compared OMol25 structures with the same formula, charge and spin in kcal per mole: 0.0
HOMO (alpha / beta) in eV: -16.54 / -16.61
HOMO-LUMO gap (alpha / beta) in eV: 6.3 / 6.4

***

# 2
Entry from the OMol25 dataset: a cluster of 13 separate species, C39H66O39 in total at a distorted geometry (ωB97M-V/def2-TZVPD).

ORCA input file:
```
! RIJCOSX wB97M-V def2-TZVPD def2/J DEFGRID3
* xyz 0 1
C -21.6151 -16.8918 -13.0763
C -20.2590 -17.2854 -12.4988
O -19.3876 -17.0021 -13.6080
C -20.0972 -16.8900 -14.7403
O -19.6261 -16.7635 -15.8259
O -21.4204 -16.9431 -14.4907
H -21.9020 -15.9006 -12.7264
H -22.3972 -17.6190 -12.8687
H -20.2426 -18.3516 -12.2709
H -19.9800 -16.7165 -11.6197
C -14.9190 -17.0536 -22.3496
C -15.1548 -17.1479 -20.8465
O -14.0931 -16.3618 -20.3058
C -13.3313 -15.8407 -21.3036
O -12.4169 -15.1175 -21.1041
O -13.7676 -16.2354 -22.5256
H -15.8070 -16.5706 -22.7535
H -14.7137 -18.0340 -22.7679
H -15.0865 -18.1889 -20.5174
H -16.1531 -16.8255 -20.5680
C -21.9035 -14.8982 -17.5425
C -20.7279 -14.0291 -17.1523
O -21.1688 -12.6959 -17.3416
C -22.1997 -12.7492 -18.2414
O -22.7434 -11.7864 -18.6660
O -22.4781 -14.0233 -18.5627
H -22.6470 -14.9408 -16.7449
H -21.6026 -15.8338 -17.9853
H -19.8926 -14.2525 -17.8134
H -20.4465 -14.2059 -16.1180
C -12.5682 -17.9555 -16.5089
C -13.7816 -17.7485 -17.4189
O -13.8786 -18.9606 -18.1305
C -13.0920 -19.8936 -17.5599
O -13.0057 -21.0271 -17.8861
O -12.3800 -19.3634 -16.5201
H -12.7426 -17.4831 -15.5421
H -11.6562 -17.5078 -16.9116
H -13.6089 -16.8462 -18.0090
H -14.6816 -17.5200 -16.8422
C -18.6138 -20.9774 -24.2673
C -20.0177 -20.4768 -23.9378
O -19.7984 -19.4769 -22.9441
C -18.4897 -19.1787 -22.8894
O -18.0455 -18.2101 -22.3567
O -17.7672 -20.0280 -23.6290
H -18.3395 -21.0705 -25.3136
H -18.4951 -21.9614 -23.8107
H -20.5582 -21.3073 -23.4771
H -20.6682 -20.0873 -24.7184
C -19.4309 -10.0628 -20.3630
C -19.0705 -11.4813 -19.8976
O -19.9010 -12.3210 -20.6831
C -20.6988 -11.5785 -21.4750
O -21.5241 -12.0143 -22.2059
O -20.4207 -10.2585 -21.3562
H -18.5540 -9.5979 -20.8242
H -19.7035 -9.3510 -19.5860
H -19.2374 -11.6417 -18.8313
H -18.0177 -11.6948 -20.0841
C -12.5779 -14.0939 -13.9954
O -13.5729 -14.9097 -13.3534
C -14.4645 -15.4733 -14.1572
O -14.5379 -15.2841 -15.3484
O -15.1600 -16.3365 -13.4292
C -16.2020 -17.0914 -14.0422
H -12.1572 -13.5014 -13.1865
H -13.0242 -13.4437 -14.7414
H -11.7870 -14.7289 -14.3902
H -15.9791 -18.1546 -13.9870
H -16.3717 -16.7545 -15.0659
H -17.1240 -16.9117 -13.4976
C -21.9042 -18.3930 -17.5955
O -22.5394 -19.5637 -18.0709
C -21.9306 -20.7223 -17.9060
O -20.8268 -20.8849 -17.4538
O -22.7578 -21.6957 -18.2921
C -22.1698 -22.9898 -18.3840
H -22.6497 -17.6193 -17.4617
H -21.1225 -18.0872 -18.2935
H -21.4214 -18.5635 -16.6332
H -22.9051 -23.6277 -18.8672
H -21.8650 -23.3724 -17.4141
H -21.3105 -22.9657 -19.0584
C -13.5472 -13.4376 -17.6336
O -12.6743 -12.3873 -17.2559
C -11.7168 -12.0851 -18.1395
O -11.5433 -12.6385 -19.1862
O -11.0070 -11.0821 -17.6244
C -9.9333 -10.6068 -18.4243
H -14.3641 -13.4280 -16.9244
H -13.0091 -14.3853 -17.6306
H -13.9563 -13.3282 -18.6403
H -9.2468 -10.0793 -17.7627
H -10.2773 -9.9260 -19.1992
H -9.3500 -11.4277 -18.8421
C -17.5232 -19.1970 -18.5495
O -18.0096 -20.2033 -19.4303
C -17.0914 -20.9553 -20.0240
O -15.9000 -20.8262 -19.9348
O -17.7160 -21.8746 -20.7612
C -16.8652 -22.7669 -21.4713
H -18.3961 -18.8283 -18.0169
H -17.0691 -18.3703 -19.0975
H -16.7862 -19.6216 -17.8688
H -17.4624 -23.6071 -21.8166
H -16.0785 -23.1269 -20.8098
H -16.4202 -22.2845 -22.3434
C -19.4955 -15.3112 -21.8418
O -18.3743 -15.2078 -20.9719
C -18.4830 -15.6122 -19.7215
O -19.4519 -16.1309 -19.2362
O -17.3240 -15.3309 -19.1276
C -17.1357 -15.5440 -17.7301
H -20.2410 -14.5971 -21.4965
H -19.9629 -16.2949 -21.8865
H -19.2050 -15.0724 -22.8597
H -16.0771 -15.3964 -17.5370
H -17.3522 -16.5916 -17.5008
H -17.8031 -14.9325 -17.1305
C -22.0695 -12.1988 -13.2096
O -20.8928 -12.3016 -13.9986
C -19.9654 -13.1748 -13.6205
O -19.9948 -13.8891 -12.6517
O -18.9229 -12.9382 -14.4080
C -17.8270 -13.8279 -14.5016
H -22.9257 -12.0301 -13.8607
H -21.9735 -11.3715 -12.5102
H -22.2848 -13.1339 -12.6902
H -17.1961 -13.5252 -15.3280
H -18.2030 -14.8396 -14.6865
H -17.2589 -13.9207 -13.5729
C -18.9431 -16.8683 -25.6494
O -19.4933 -17.0287 -26.9383
C -19.2824 -18.1976 -27.5416
O -18.7238 -19.1418 -27.0485
O -19.7018 -18.0883 -28.7954
C -19.6026 -19.2820 -29.5736
H -18.9518 -15.7995 -25.4294
H -17.9188 -17.2191 -25.5412
H -19.5837 -17.3011 -24.8749
H -20.1991 -19.1456 -30.4685
H -20.0020 -20.1242 -29.0104
H -18.5578 -19.4565 -29.8225
*
```

Energy above the lowest of the compared OMol25 structures with the same formula, charge and spin in kcal per mole: 0.0
HOMO in eV: -10.52
HOMO-LUMO gap in eV: 10.8

***

# 3
Entry from the OMol25 dataset: a cluster of 7 separate species, C39H67Cl3O23S in total (ωB97M-V/def2-TZVPD).

ORCA input file:
```
! RIJCOSX wB97M-V def2-TZVPD def2/J DEFGRID3
* xyz 0 1
C 0.2421 -3.3032 1.5684
C -0.3144 -2.1734 0.7493
C 0.3145 -1.7299 -0.4022
C -0.2008 -0.6823 -1.1308
C -1.3800 -0.0207 -0.7916
C -1.8266 1.1932 -1.5974
C -3.3420 1.3528 -1.7184
C -1.2193 1.2405 -3.0035
C -2.0234 -0.5087 0.3515
O -3.1976 0.0459 0.8582
C -4.3109 -0.8308 0.7803
C -5.4299 -0.1879 1.6022
C -6.1001 1.0408 0.9357
C -6.3302 2.2018 1.9255
C -7.1697 1.9086 3.1754
C -6.4090 1.6672 4.4751
Cl -5.2244 2.9596 4.8296
C -7.3605 0.7804 0.0770
O -7.1194 1.1821 -1.2669
C -7.8348 -0.6586 0.1397
C -9.1938 -0.9955 -0.5110
Cl -10.2067 0.4388 -0.8258
C -9.0491 -1.8504 -1.7781
C -10.3402 -2.0660 -2.5624
Cl -8.3867 -3.4331 -1.2070
O -7.9388 -1.0059 1.5347
S -6.5517 -1.4853 2.1613
O -6.1926 -2.7229 1.5402
O -6.7223 -1.4108 3.5767
C -1.4885 -1.5355 1.1077
H -0.4379 -4.1571 1.5875
H 0.4086 -3.0051 2.6054
H 1.2014 -3.6299 1.1667
H 1.2341 -2.2105 -0.7143
H 0.3561 -0.3745 -2.0039
H -1.4592 2.0814 -1.0696
H -3.5733 2.1053 -2.4753
H -3.7647 1.7118 -0.7874
H -3.8317 0.4231 -2.0172
H -0.1321 1.2311 -3.0131
H -1.5276 2.1729 -3.4806
H -1.6026 0.4235 -3.6205
H -4.0555 -1.7968 1.2174
H -4.6061 -1.0221 -0.2579
H -4.9771 0.1605 2.5334
H -5.3579 1.4065 0.2315
H -6.8008 2.9993 1.3463
H -5.3473 2.5835 2.2085
H -7.8287 2.7618 3.3527
H -7.8302 1.0566 2.9959
H -5.9015 0.7073 4.5162
H -7.1117 1.6830 5.3063
H -8.1566 1.4142 0.4735
H -7.1804 0.4337 -1.8667
H -7.0803 -1.2937 -0.3400
H -9.7356 -1.5905 0.2232
H -8.2598 -1.4575 -2.4190
H -10.4147 -3.1090 -2.8639
H -11.2145 -1.8205 -1.9659
H -10.3357 -1.4675 -3.4721
H -2.0215 -1.8233 2.0070
C -1.6686 1.9633 3.2590
O -0.5695 2.5820 3.9371
C -0.1716 3.7271 3.3921
O -0.6451 4.2474 2.4149
O 0.8450 4.2033 4.1100
C 1.3720 5.4427 3.6300
H -1.8795 1.0455 3.8005
H -2.5436 2.6105 3.2804
H -1.4030 1.7292 2.2328
H 0.6100 6.2192 3.6529
H 1.7525 5.3306 2.6165
H 2.1848 5.7050 4.2999
C 6.2532 -6.1528 -0.7308
O 4.9586 -5.6597 -0.3626
C 3.9442 -6.3478 -0.8734
O 4.0290 -7.2975 -1.6092
O 2.8077 -5.8062 -0.4352
C 1.6228 -6.4458 -0.9153
H 6.9708 -5.4894 -0.2589
H 6.3934 -7.1684 -0.3660
H 6.3815 -6.1280 -1.8112
H 1.5853 -7.4855 -0.5956
H 1.5676 -6.3931 -2.0008
H 0.7939 -5.8969 -0.4778
C 3.0217 8.4988 0.7299
O 3.4180 8.4788 2.1080
C 4.4933 9.2127 2.3806
O 5.1208 9.8606 1.5840
O 4.7551 9.1084 3.6817
C 5.8967 9.8542 4.1149
H 2.1437 7.8632 0.6682
H 2.7722 9.5098 0.4144
H 3.8150 8.1036 0.0992
H 5.7527 10.9166 3.9289
H 6.7943 9.5110 3.6046
H 5.9805 9.6709 5.1815
C 9.5010 -5.7401 -6.3042
O 8.5624 -6.7693 -6.6291
C 7.8968 -7.2539 -5.5826
O 8.0257 -6.8994 -4.4399
O 7.0619 -8.1954 -6.0125
C 6.2760 -8.8015 -4.9780
H 9.9579 -5.4507 -7.2454
H 8.9945 -4.8872 -5.8568
H 10.2595 -6.1154 -5.6203
H 5.6543 -8.0597 -4.4809
H 6.9179 -9.2890 -4.2472
H 5.6530 -9.5374 -5.4763
C 4.1857 12.9477 0.1636
O 3.1384 13.7758 -0.3559
C 2.4795 13.2445 -1.3811
O 2.6805 12.1623 -1.8674
O 1.5522 14.1152 -1.7796
C 0.7624 13.6677 -2.8844
H 4.6136 13.4952 0.9976
H 3.7915 11.9959 0.5114
H 4.9462 12.7693 -0.5934
H 0.2220 12.7591 -2.6262
H 1.3894 13.4851 -3.7548
H 0.0626 14.4716 -3.0909
C 4.4077 -10.1790 0.4986
O 5.1932 -11.3377 0.2020
C 6.3239 -11.4225 0.8981
O 6.7121 -10.6277 1.7135
O 6.9554 -12.5389 0.5373
C 8.1969 -12.7557 1.2137
H 3.5360 -10.2364 -0.1456
H 4.1042 -10.1801 1.5439
H 4.9637 -9.2716 0.2740
H 8.0390 -12.8393 2.2870
H 8.8918 -11.9438 1.0085
H 8.5873 -13.6891 0.8203
*
```

HOMO in eV: -8.96
Structure (SMILES): Cc1ccc(C(C)C)c(OC[C@H]2[C@H](CCCCl)[C@@H](O)[C@H]([C@@H](Cl)[C@H](C)Cl)OS2(=O)=O)c1.COC(=O)OC.COC(=O)OC.COC(=O)OC.COC(=O)OC.COC(=O)OC.COC(=O)OC
HOMO-LUMO gap in eV: 9.3

***

DFT total energy for the records above, in order: -110605.551; -121366.442; -137025.025 eV